DFT (wB97M-V/def2-TZVPD) results for a single C7H14N2O2 molecule at a distorted geometry.

Properties
LUMO energy   0.770 eV
Gap between HOMO and LUMO   0.3675 hartree
Total charge   0

Element x y z (Å)
H (0.813, -1.230, 2.185)
O (-1.040, -2.644, 1.142)
H (0.125, -1.418, -2.052)
C (-0.073, -0.518, -1.423)
H (0.597, 0.467, 2.703)
N (-0.345, -0.994, -0.136)
H (-3.296, 0.569, -1.997)
O (-1.067, 1.175, -2.930)
H (-1.473, -0.284, 1.641)
H (0.782, 0.136, -1.353)
C (0.739, -0.173, 1.844)
H (1.916, 2.264, 1.423)
C (-2.577, -0.032, -1.501)
C (-1.233, 0.345, -2.038)
H (2.898, -0.070, 1.551)
C (2.028, 1.624, 0.550)
H (1.320, 1.882, -0.258)
C (-0.550, -0.091, 1.008)
H (-0.592, 0.862, 0.562)
H (2.047, -0.603, 0.118)
N (-0.614, -2.268, 0.065)
H (-2.772, -1.052, -1.822)
C (1.989, 0.167, 0.915)
H (-2.627, -0.021, -0.360)
H (3.003, 1.908, 0.163)